[1]
14
Properties=species:S:1:pos:R:3:forces:R:3:nbo_charge:R:1 method="wB97M-V/def2-TZVPD" de_lowest_kj_mol=143.40 lumo_ev=-3.6108 homo_lumo_gap_ev=9.14 e_tot_ha=-228.93219 total_charge=+1 homo_energy_ev=-12.8
C -1.28297 -0.32847 -0.51184 -1.13 -1.39 -2.32 -0.6981
C 0.00759 0.24598 -0.17317 3.47 0.21 1.87 -0.0377
C 0.94298 -0.35875 0.65900 -1.33 0.13 -2.26 0.0523
N 0.72513 -1.65230 1.01160 -0.03 -1.88 -0.49 -0.7760
N 0.21355 1.73095 -0.35785 -0.64 -0.40 -1.21 -0.6720
H -1.16814 -1.40346 -0.99766 -0.15 1.82 1.53 0.2567
H -1.69796 0.15840 -1.45570 -0.01 -0.11 1.56 0.2491
H -1.94525 -0.31176 0.39240 0.01 -0.28 -1.18 0.2530
H 1.92764 0.05604 0.94442 -0.86 0.00 -0.05 0.2263
H 0.00277 -2.23238 0.47655 1.46 1.42 1.19 0.4113
H 1.56859 -2.20020 1.22609 -0.77 0.40 0.01 0.4110
H 1.18859 2.03361 -0.27336 -0.16 -0.22 0.15 0.4481
H -0.35096 2.18068 0.34212 -0.18 0.78 0.46 0.4327
H -0.13155 2.08166 -1.28261 0.34 -0.51 0.74 0.4434

=====

[2]
15
Properties=species:S:1:pos:R:3:forces:R:3:nbo_charge:R:1 method="wB97M-V/def2-TZVPD" de_lowest_kj_mol=258.51 lumo_ev=0.9131 homo_lumo_gap_ev=10.25 e_tot_ha=-345.70650 homo_energy_ev=-9.3
C -0.45034 -1.73142 -0.35830 -0.03 -0.04 0.04 -0.6078
C -0.05844 -0.33949 0.04570 0.07 -0.20 -0.16 -0.1110
C 1.37406 -0.00732 0.42576 0.24 -0.16 -0.19 -0.0541
O 0.98188 1.14053 1.20446 -0.03 0.03 0.11 -0.5204
C -0.38353 0.81800 1.00407 -0.32 0.08 0.23 0.0736
C -0.74024 0.89600 -0.44225 -0.13 -0.28 0.07 0.0522
O -0.13581 1.73248 -1.37333 0.08 0.28 0.07 -0.7010
H -0.13604 -2.49809 0.35853 -0.07 0.16 -0.04 0.2119
H -1.52003 -1.84835 -0.55799 0.14 0.10 0.13 0.2195
H 0.07688 -1.91921 -1.30279 -0.13 -0.15 0.11 0.2198
H 2.08666 0.22628 -0.37146 -0.11 0.07 0.06 0.1863
H 1.78526 -0.77624 1.09321 -0.01 0.13 -0.14 0.1777
H -1.05607 0.97583 1.84460 0.04 -0.08 -0.18 0.2009
H -1.81109 0.73270 -0.59938 0.20 0.01 -0.07 0.1748
H -0.01315 2.59829 -0.97084 0.05 0.03 -0.03 0.4776

=====

[3]
18
Properties=species:S:1:pos:R:3:forces:R:3:nbo_charge:R:1 method="wB97M-V/def2-TZVPD" de_lowest_kj_mol=21.60 lumo_ev=0.9401 homo_lumo_gap_ev=9.99 e_tot_ha=-629.17127 homo_energy_ev=-9.0 smiles=CCS.NCN
C -0.68608 0.52223 -1.94791 0.18 -0.60 0.51 -0.6128
C -0.58099 -0.96925 -1.64368 -0.98 -0.50 -0.94 -0.5226
S 1.05056 -1.71313 -1.91250 0.39 -0.13 0.69 -0.0470
H -0.27020 0.68290 -2.94001 0.08 0.39 0.09 0.2106
H -0.14239 1.04633 -1.16620 0.28 0.40 -0.30 0.2022
H -1.71242 0.88459 -1.91969 -0.11 -0.15 -0.05 0.2151
H -0.90914 -1.25310 -0.64321 0.50 0.24 0.25 0.2277
H -1.29254 -1.53188 -2.25553 0.09 0.15 -0.21 0.2090
H 1.31412 -1.41944 -3.19379 -0.44 0.21 -0.02 0.1171
N -0.23487 0.07398 1.94596 0.21 0.05 0.01 -0.8323
C 0.10971 1.11865 2.88569 -0.14 -0.41 0.87 -0.0623
N -0.68693 2.33811 2.69065 0.60 -0.30 -0.60 -0.8553
H -1.24283 0.03108 1.86707 -0.03 -0.01 -0.11 0.3593
H 0.15556 0.26249 1.03082 -0.09 0.00 -0.01 0.3478
H -0.03812 0.72943 3.88881 -0.52 0.02 0.22 0.1717
H 1.19456 1.24226 2.87970 0.10 0.34 -0.48 0.1614
H -0.76325 2.96539 3.47970 0.24 -0.23 0.25 0.3631
H -0.18769 2.83024 1.96250 -0.36 0.52 -0.16 0.3474

=====

[4]
74
Properties=species:S:1:pos:R:3:forces:R:3:mulliken_charge:R:1 method="wB97M-V/def2-TZVPD" de_lowest_kj_mol=45.86 lumo_ev="-3.5641 / -4.5425" homo_lumo_gap_ev="5.98 / 5.11" e_tot_ha=-2352.04790 total_charge=+1 homo_energy_ev="-9.5 / -9.6"
Al -2.29166 0.55899 1.40166 -0.28 -2.96 1.70 0.0359
C 2.73854 -1.44005 1.13247 -0.49 0.83 0.59 0.6430
C 2.91596 -0.07113 0.77974 -0.23 -1.53 0.25 0.4639
C 1.60370 -0.15502 2.64349 0.06 2.78 -1.29 0.2877
C 1.86871 -1.48961 2.25501 1.96 -0.78 -1.86 1.0094
C 2.13004 0.71076 1.67192 -1.20 -0.88 2.00 1.3776
C 3.53163 -2.56543 0.59983 0.20 -0.53 0.13 -1.8267
H 3.85706 -2.39120 -0.42974 -0.01 -0.16 0.14 0.4177
H 2.96726 -3.50546 0.64050 0.18 0.12 -0.13 0.3628
H 4.41946 -2.67836 1.24827 -0.13 -0.21 -0.43 0.3035
C 1.48061 -2.73305 2.92408 -0.42 -0.74 0.39 -1.9012
H 0.99224 -3.44809 2.24262 0.27 0.20 0.01 0.3131
H 0.77385 -2.56933 3.73394 0.21 -0.02 0.03 0.2342
H 2.36461 -3.23749 3.33498 -0.14 -0.02 -0.01 0.4142
C 1.12721 0.33543 3.94767 -0.31 0.16 0.63 -1.2770
H 1.98792 0.42534 4.65558 -0.70 0.02 -0.35 0.3357
H 0.40696 -0.34882 4.38532 0.31 0.19 0.21 0.2603
H 0.62269 1.30777 3.84108 0.31 -0.27 0.28 0.3470
C 2.07169 2.17700 1.72540 0.15 0.88 -0.05 -1.7106
H 3.09004 2.57715 1.84352 -0.27 0.23 -0.18 0.3364
H 1.48821 2.53566 2.57918 0.15 -0.06 -0.15 0.3762
H 1.60990 2.61928 0.82532 0.32 -0.04 0.10 0.1439
C 3.79786 0.48086 -0.25201 0.32 0.12 -0.34 -1.5945
H 4.64059 0.99250 0.24002 -0.10 -0.05 -0.25 0.4179
H 3.27395 1.22479 -0.87366 0.31 -0.21 0.17 0.2670
H 4.19407 -0.31924 -0.88406 0.05 0.29 -0.01 0.3564
C 0.51292 -2.74283 -1.73783 -0.36 -0.34 0.45 -0.6404
C 1.51799 -2.77818 -2.59414 0.77 -0.53 0.49 -0.6115
C 2.05027 -1.58854 -3.34088 0.02 -0.48 -1.19 -0.6899
C 1.03534 -0.72008 -4.11422 -0.51 -0.15 -0.37 -0.8421
C 0.77416 0.53477 -3.36169 0.51 1.49 -0.12 -1.7337
C 0.93871 0.68345 -2.03890 -1.49 -0.09 -0.12 -0.0680
C 0.33135 -0.28751 -1.04705 1.04 -0.77 0.63 3.9705
C -0.40287 -1.55973 -1.56454 0.10 0.07 0.94 -0.9681
H 2.74504 -1.95136 -4.09502 0.17 -0.22 0.01 0.4954
H 0.11180 -1.23162 -4.42232 0.29 -0.31 0.16 0.1681
H 2.64882 -0.91867 -2.70243 -0.27 -0.42 -0.03 0.0232
H -1.03218 -1.37923 -2.45659 0.50 -0.15 0.34 0.4485
H 0.30930 -3.56980 -1.01740 0.20 0.38 -1.06 0.3362
H 2.08896 -3.71663 -2.67377 -0.13 0.54 0.08 0.4044
H -1.07701 -1.88782 -0.75133 0.05 0.45 -0.44 0.5066
H 1.08128 -0.64828 -0.33185 -0.13 -0.05 -0.16 -1.3154
H 1.36684 1.60744 -1.64685 -0.85 0.19 0.02 0.8482
H -0.33574 0.29474 -0.36430 0.22 -0.06 -0.62 -2.1281
H 1.49515 -0.40231 -5.07145 -0.19 -0.14 0.50 0.5168
H 0.67114 1.43034 -3.99142 0.82 -0.12 0.25 0.4374
P -2.74447 0.16356 -1.53331 -1.37 0.45 -1.29 0.9837
C -4.41616 -0.48400 -1.93716 -0.07 -0.35 0.41 -1.4277
C -2.49423 0.79302 -3.28494 0.78 -0.14 -0.31 -1.5172
P -2.04104 2.42681 0.28776 -0.92 2.69 -1.66 1.5018
C -3.28604 1.75534 -0.85705 -0.08 -0.03 0.09 -2.1338
C -1.03622 3.51155 -0.76820 0.99 0.09 -0.13 -1.0209
C -3.17699 3.62961 1.03068 0.27 0.61 0.77 -1.3969
H -5.00455 -0.51826 -1.01638 -0.02 -0.31 -0.09 0.4075
H -4.31120 -1.48949 -2.35959 -0.24 0.16 0.08 0.4084
H -4.93022 0.17522 -2.64427 0.12 -0.19 0.10 0.4254
H -3.42227 1.22760 -3.66868 -0.04 -0.18 0.26 0.5853
H -2.20419 -0.02535 -3.96313 -0.06 0.22 0.28 0.4035
H -1.73287 1.57138 -3.37644 0.10 -0.22 0.22 0.2527
H -3.92847 3.92585 0.28732 0.32 -0.01 0.19 0.3926
H -2.60441 4.50578 1.36703 -0.35 -0.20 0.04 0.4428
H -3.68705 3.18409 1.88517 -0.09 0.11 0.05 0.4230
H -4.17783 1.53122 -0.25367 0.08 0.42 -0.26 0.5234
H -3.46826 2.49593 -1.62629 -0.38 0.23 -0.09 0.9486
H -0.81617 4.43113 -0.19717 0.04 -0.45 -0.30 0.5285
H -1.62286 3.76844 -1.66351 0.21 -0.07 0.34 0.4820
H -0.09428 3.01884 -1.07169 -0.50 0.34 0.09 0.0179
F -2.58406 -2.57165 4.41876 0.77 1.14 -0.03 -0.2261
C -1.85457 -1.44847 4.61791 0.05 -0.99 1.77 0.7479
F -2.47730 -0.68445 5.53731 0.51 -0.60 -0.86 -0.2228
F -0.64912 -1.83132 5.17366 -1.84 0.45 -0.99 -0.2370
C -1.79112 -0.64374 3.28539 -1.84 1.13 -1.20 0.9767
O -1.85367 -1.20608 2.13098 1.08 0.70 1.31 -0.3938
O -2.08476 0.62604 3.31136 1.23 -1.65 -0.17 -0.4272

=====

[5]
17
Properties=species:S:1:pos:R:3:forces:R:3:nbo_charge:R:1 method="wB97M-V/def2-TZVPD" de_lowest_kj_mol=493.22 lumo_ev="-6.7616 / -6.7628" homo_lumo_gap_ev="8.36 / 8.36" e_tot_ha=-686.18314 total_charge=+1 homo_energy_ev="-15.1 / -15.1" smiles="CC(C)S[N+](C)=O"
C -0.21269 0.87990 1.99685 -1.84 -0.10 -2.59 -0.6007
C 0.87697 -1.17750 1.04564 -0.02 -1.70 0.45 -0.6405
C -0.89294 -0.30687 -3.02748 -2.41 -4.16 -6.69 -0.5611
C 0.38473 0.20534 0.75358 -1.34 -2.20 2.06 -0.3564
N -0.18583 0.23647 -2.01646 2.10 1.19 4.16 0.1524
O 0.91378 0.70187 -2.17665 -1.32 -0.45 0.26 -0.1621
S -0.97349 0.04503 -0.40480 0.14 0.42 -1.95 0.5893
H -1.07672 0.29651 2.35535 0.39 0.27 0.09 0.2230
H 0.44739 1.11995 2.77188 1.18 0.13 0.93 0.2560
H -0.56967 1.75436 1.47235 -0.53 1.04 1.10 0.2183
H 0.34567 -1.83191 1.78633 -0.20 1.02 -0.74 0.2434
H 1.85043 -1.11422 1.44489 1.34 0.32 0.66 0.2469
H 1.02131 -1.76359 0.15889 -0.06 -0.40 -0.62 0.2162
H -1.95944 -0.61503 -2.89834 0.78 1.00 0.83 0.2916
H -0.48927 -1.40463 -3.29852 -0.15 2.22 0.92 0.3234
H -0.81945 0.17386 -4.09020 0.27 -0.18 2.28 0.3069
H 1.13573 0.76155 0.32859 1.68 1.57 -1.16 0.2534

=====

[6]
19
Properties=species:S:1:pos:R:3:forces:R:3:nbo_charge:R:1 method="wB97M-V/def2-TZVPD" de_lowest_kj_mol=296.10 lumo_ev=0.9821 homo_lumo_gap_ev=8.74 e_tot_ha=-365.11869 homo_energy_ev=-7.8 smiles="C/C=C(/C)[C@@H](N)C=O"
C -0.96899 0.44042 0.70416 0.30 0.02 -1.28 -0.2328
C -0.24266 1.07921 1.83500 0.56 -0.01 0.24 -0.6458
C -1.53982 -0.54722 -1.47685 -0.25 -0.22 -0.17 -0.6352
C -0.51724 0.02080 -0.52312 -1.96 1.59 0.28 0.0059
N 1.83776 0.81682 -0.85739 0.37 0.29 0.05 -0.8024
C 0.79770 -1.27746 0.42217 3.39 -0.33 -2.83 0.3941
C 0.84525 -0.16412 -0.99380 -0.02 -1.95 2.53 -0.1197
O 1.76540 -1.17351 1.13420 -1.22 0.21 0.71 -0.5702
H -2.02987 0.31048 0.87883 -0.12 -0.01 -0.13 0.2021
H 1.76825 1.32878 0.01236 -0.02 -0.07 -0.13 0.3688
H 2.76692 0.41243 -0.89349 -0.06 -0.02 0.01 0.3740
H 0.11784 -2.13991 0.39750 -0.38 0.29 0.31 0.1392
H 0.95089 -0.76817 -1.89403 -0.16 0.29 0.06 0.2059
H -0.01589 0.34929 2.62293 -0.10 0.04 0.00 0.2256
H -0.83283 1.87992 2.28196 -0.03 -0.04 -0.03 0.2236
H 0.72565 1.49630 1.55940 -0.11 0.05 0.01 0.2005
H -1.95576 -1.48272 -1.10053 -0.17 -0.02 0.01 0.2176
H -2.34323 0.16911 -1.64314 -0.15 -0.08 0.22 0.2348
H -1.12938 -0.75046 -2.46614 0.15 -0.03 0.12 0.2140